(1)
Entry from the OMol25 dataset: one molecule with the formula C3H7NOS at a distorted geometry (wB97M-V/def2-TZVPD).

Each atom is followed by the atoms it is bonded to, with distances in Å.
Positions of all 13 atoms, in Å:
1 C 0.079 0.496 -0.082  C2 1.525, C4 1.483, H7 1.092, H8 1.091
2 C 1.120 -0.439 -0.688  C1 1.525, S3 1.854, H9 1.083, H10 1.078
3 S 1.807 0.281 -2.252  C2 1.854, H11 1.349
4 C -0.482 0.003 1.199  C1 1.483, N5 1.373, O6 1.209
5 N -1.783 0.334 1.491  C4 1.373, H12 1.000, H13 0.989
6 O 0.088 -0.707 1.995  C4 1.209
7 H -0.766 0.534 -0.772  C1 1.092
8 H 0.454 1.509 0.068  C1 1.091
9 H 0.583 -1.285 -1.099  C2 1.083
10 H 1.912 -0.802 -0.053  C2 1.078
11 H 1.384 -0.691 -3.085  S3 1.349
12 H -2.017 -0.117 2.352  N5 1.000
13 H -2.379 0.884 0.925  N5 0.989

Output
energy relative to the best compared isomer or geometry (same formula, charge and spin)	0.342	eV
structure (SMILES)	NC(=O)CCS
LUMO energy	0.77	eV
gap between HOMO and LUMO	10.00	eV
E_tot	-17597.58740	eV

***

(2)
Entry from the OMol25 dataset: one molecule with the formula C3H7NOS at a distorted geometry (wB97M-V/def2-TZVPD).

Each atom is followed by the atoms it is bonded to, with distances in Å.
Positions of all 13 atoms, in Å:
1 C -0.643 0.462 0.212  C2 1.570, C3 1.584, H6 1.080, N11 1.415
2 C -0.237 -0.410 -1.029  C1 1.570, C3 1.461, H7 1.073, O12 1.420
3 C 0.840 0.038 -0.150  C1 1.584, C2 1.461, H9 1.188, S13 1.799
4 H -1.677 0.460 2.122  N11 1.073
5 H -1.259 -0.934 1.519  N11 1.004
6 H -0.929 1.388 -0.266  C1 1.080
7 H -0.537 -1.435 -1.122  C2 1.073
8 H 0.792 0.199 -2.611  O12 1.130
9 H 1.573 0.963 -0.290  C3 1.188
10 H 2.211 0.093 1.738  S13 1.567
11 N -1.549 -0.036 1.178  C1 1.415, H4 1.073, H5 1.004
12 O -0.260 0.349 -2.229  C2 1.420, H8 1.130
13 S 1.675 -1.136 0.928  C3 1.799, H10 1.567

Output
energy relative to the best compared isomer or geometry (same formula, charge and spin)	3.801	eV
structure (SMILES)	N[C@@H]1[C@@H](O)[C@@H]1S
LUMO energy	0.40	eV
gap between HOMO and LUMO	8.75	eV
E_tot	-17594.12876	eV